# 1
A cluster of 2 separate species, C18H40BFO4Si in total, computed with the ωB97M-V functional and the def2-TZVPD basis.

E_LUMO ... 0.596 eV
SMILES ... CCCCCCCCCCCC[Si@H](CCCF)OB(O)O.CC(C)=O
HOMO-LUMO gap ... 0.3827 Ha
Total charge ... 0
Total energy ... -1424.89445 hartree
F_max ... 0.0824 Eh/bohr

Bonds (Å) are listed after each position.
Atoms and positions in Å:
1 C 2.21112 0.79675 -0.60145  C2 1.646, H22 1.194, H23 1.173, H24 1.174
2 C 2.17231 2.22857 0.20945  C1 1.646, C3 1.661, H25 1.189, H26 1.181
3 C 1.50119 1.94629 1.70212  C2 1.661, C4 1.673, H27 1.188, H28 1.187
4 C 0.34997 3.10377 2.06578  C3 1.673, C5 1.639, H29 1.194, H30 1.180
5 C -0.61498 2.68207 3.32138  C4 1.639, C6 1.638, H31 1.193, H32 1.181
6 C -1.90639 1.75309 2.92963  C5 1.638, C7 1.639, H33 1.194, H34 1.172
7 C -2.62356 2.11961 1.50208  C6 1.639, C8 1.647, H35 1.193, H36 1.189
8 C -1.95397 1.28689 0.24871  C7 1.647, C9 1.661, H37 1.194, H38 1.177
9 C -2.66530 -0.18909 -0.02318  C8 1.661, C10 1.661, H39 1.193, H40 1.173
10 C -1.56592 -1.22385 -0.71482  C9 1.661, C11 1.668, H41 1.174, H42 1.193
11 C -2.41045 -2.62334 -1.04959  C10 1.668, C12 1.639, H43 1.181, H44 1.194
12 C -2.01566 -3.29982 -2.48913  C11 1.639, Si13 1.925, H45 1.192, H46 1.194
13 Si -0.63684 -4.64054 -2.41755  C12 1.925, C14 1.924, O18 1.792, H47 1.485
14 C -0.29175 -5.37273 -0.67157  Si13 1.924, C15 1.656, H48 1.170, H49 1.194
15 C -0.81029 -6.94565 -0.65451  C14 1.656, C16 1.672, H50 1.188, H51 1.194
16 C -0.31240 -7.75969 0.71873  C15 1.672, F17 1.500, H52 1.191, H53 1.188
17 F -1.00420 -7.25217 1.94873  C16 1.500
18 O 0.88379 -4.11588 -3.20802  Si13 1.792, B19 1.476
19 B 1.50325 -3.00752 -2.45509  O18 1.476, O20 1.482, O21 1.506
20 O 1.88402 -3.02519 -1.02268  B19 1.482, H54 1.014
21 O 1.81721 -1.75164 -3.22373  B19 1.506, H55 1.022
22 H 2.46176 -0.07226 0.17730  C1 1.194
23 H 3.06626 0.77641 -1.40365  C1 1.173
24 H 1.17238 0.53915 -1.08344  C1 1.174
25 H 1.54261 3.02653 -0.40691  C2 1.189
26 H 3.26207 2.66369 0.34683  C2 1.181
27 H 2.36843 2.05672 2.50582  C3 1.188
28 H 1.03028 0.85725 1.73730  C3 1.187
29 H 0.98814 4.04186 2.43825  C4 1.194
30 H -0.22342 3.48347 1.10747  C4 1.180
31 H 0.05624 2.03186 4.06294  C5 1.193
32 H -0.87789 3.66367 3.92377  C5 1.181
33 H -2.72852 1.94848 3.77273  C6 1.194
34 H -1.71078 0.59718 2.93597  C6 1.172
35 H -3.79822 1.91528 1.55022  C7 1.193
36 H -2.45654 3.27085 1.25838  C7 1.189
37 H -2.02906 1.96441 -0.73107  C8 1.194
38 H -0.81015 1.06193 0.41365  C8 1.177
39 H -3.54325 0.02531 -0.80147  C9 1.193
40 H -3.04144 -0.67425 0.97652  C9 1.173
41 H -0.65634 -1.47638 -0.01735  C10 1.174
42 H -1.17847 -0.77777 -1.75081  C10 1.193
43 H -2.40256 -3.37168 -0.13663  C11 1.181
44 H -3.54558 -2.26722 -1.14888  C11 1.194
45 H -1.77226 -2.40351 -3.23648  C12 1.192
46 H -2.99968 -3.80382 -2.93963  C12 1.194
47 H -1.11307 -5.77094 -3.25516  Si13 1.485
48 H -0.81993 -4.82736 0.21873  C14 1.170
49 H 0.86691 -5.41130 -0.38692  C14 1.194
50 H -1.98364 -7.02776 -0.81887  C15 1.188
51 H -0.23000 -7.48741 -1.54592  C15 1.194
52 H 0.86647 -7.64597 0.84221  C16 1.191
53 H -0.58695 -8.90308 0.54634  C16 1.188
54 H 1.15113 -2.63201 -0.44298  O20 1.014
55 H 1.17372 -1.02027 -2.91553  O21 1.022
56 C 1.80440 7.54896 -0.87660  C57 1.505, H60 1.095, H61 1.093, H62 1.093
57 C 2.08551 6.24310 -0.18257  C56 1.505, C58 1.505, O59 1.230
58 C 3.42318 6.08900 0.49044  C57 1.505, H63 1.093, H64 1.093, H65 1.095
59 O 1.25422 5.33679 -0.16602  C57 1.230
60 H 0.80212 7.51738 -1.31709  C56 1.095
61 H 1.84374 8.36906 -0.15530  C56 1.093
62 H 2.53264 7.70944 -1.67561  C56 1.093
63 H 3.53464 6.84413 1.27271  C58 1.093
64 H 4.22358 6.18442 -0.24759  C58 1.093
65 H 3.48619 5.09672 0.94960  C58 1.095

And the Mulliken charges, in e, turn out to be:
1 C -0.84
2 C 0.17
3 C -0.80
4 C -0.18
5 C -0.70
6 C -0.50
7 C -0.77
8 C 0.31
9 C -0.86
10 C 0.36
11 C -0.50
12 C -0.73
13 Si 0.31
14 C -0.30
15 C -0.68
16 C -0.28
17 F -0.33
18 O -0.55
19 B 0.78
20 O -0.56
21 O -0.59
22 H 0.17
23 H 0.41
24 H -0.04
25 H 0.05
26 H 0.21
27 H 0.35
28 H 0.28
29 H 0.28
30 H 0.10
31 H 0.24
32 H 0.32
33 H 0.31
34 H 0.27
35 H 0.32
36 H 0.31
37 H 0.31
38 H -0.44
39 H 0.32
40 H 0.18
41 H 0.00
42 H -0.05
43 H 0.21
44 H 0.40
45 H 0.32
46 H 0.34
47 H -0.24
48 H 0.31
49 H 0.29
50 H 0.29
51 H 0.31
52 H 0.25
53 H 0.26
54 H 0.30
55 H 0.32
56 C -1.20
57 C 0.81
58 C -0.98
59 O -0.49
60 H 0.29
61 H 0.34
62 H 0.34
63 H 0.35
64 H 0.35
65 H 0.16

=====

# 2
A cluster of 3 separate species, C18H40BN2O5S in total, computed with the ωB97M-V functional and the def2-TZVPD basis.

2S+1 ... 3
<S²> ... 2.01
E_LUMO (spin up / spin down) ... -4.864 / -4.874 eV
HOMO-LUMO gap (spin up / spin down) ... 0.2145 / 0.2414 Ha
Total charge ... +1
Total energy ... -1618.24221 hartree
F_max ... 0.0689 Eh/bohr

Bonds (Å) are listed after each position.
Atoms and positions in Å:
1 O 6.13552 1.01927 1.01290  B2 1.407, H6 0.967
2 B 5.36736 1.77790 0.11117  O1 1.407, O3 1.406, O4 1.452
3 O 4.80554 3.02788 0.42358  B2 1.406, H7 0.965
4 O 5.15806 1.32238 -1.25111  B2 1.452, S5 1.638
5 S 4.62450 -0.22449 -1.32382  O4 1.638, H8 1.378, H9 1.389
6 H 5.58257 0.58442 1.67622  O1 0.967
7 H 4.17873 2.93766 1.15236  O3 0.965
8 H 5.58828 -1.10350 -0.88021  S5 1.378
9 H 3.43980 -0.37487 -0.61428  S5 1.389
10 C 2.07176 -2.56254 4.23144  C11 1.548, H21 1.091, H22 1.083, H23 1.092
11 C 2.41904 -1.28753 3.42468  C10 1.548, C12 1.540, N16 1.492, C20 1.542
12 C 2.46635 -0.05546 4.34725  C11 1.540, C13 1.521, H24 1.096, H25 1.093
13 C 1.09256 0.44539 4.76495  C12 1.521, C14 1.525, H26 1.094, H27 1.092
14 C 0.23373 0.71225 3.53379  C13 1.525, C15 1.537, H28 1.092, H29 1.096
15 C 0.12948 -0.50951 2.60659  C14 1.537, N16 1.496, C18 1.546, C19 1.541
16 N 1.46015 -1.11739 2.29372  C11 1.492, C15 1.496, O17 1.319
17 O 2.04118 -0.34913 1.39211  N16 1.319
18 C -0.80865 -1.54603 3.26585  C15 1.546, H30 1.093, H31 1.091, H32 1.090
19 C -0.62685 -0.09885 1.32788  C15 1.541, H33 1.091, H34 1.090, H35 1.092
20 C 3.86047 -1.55786 2.94883  C11 1.542, H36 1.093, H37 1.091, H38 1.094
21 H 2.43508 -2.48303 5.25739  C10 1.091
22 H 1.01337 -2.78662 4.28972  C10 1.083
23 H 2.53133 -3.44660 3.78547  C10 1.092
24 H 2.98488 0.76784 3.84223  C12 1.096
25 H 3.05947 -0.27939 5.23732  C12 1.093
26 H 0.61089 -0.27753 5.42979  C13 1.094
27 H 1.19898 1.36793 5.34031  C13 1.092
28 H -0.76396 1.02565 3.84813  C14 1.092
29 H 0.66122 1.55916 2.98463  C14 1.096
30 H -0.76445 -2.50620 2.74624  C18 1.093
31 H -1.84528 -1.20921 3.22882  C18 1.091
32 H -0.60212 -1.70910 4.32320  C18 1.090
33 H -0.15093 0.73383 0.80876  C19 1.091
34 H -1.63955 0.22759 1.56444  C19 1.090
35 H -0.70609 -0.93660 0.63229  C19 1.092
36 H 3.89411 -2.39023 2.24178  C20 1.093
37 H 4.49339 -1.81922 3.79861  C20 1.091
38 H 4.31653 -0.68541 2.47099  C20 1.094
39 C -1.09977 1.16178 -4.55716  C40 1.549, H50 1.092, H51 1.084, H52 1.092
40 C -1.51148 0.10200 -3.50528  C39 1.549, C41 1.539, N45 1.491, C49 1.542
41 C -2.31457 -1.03364 -4.16439  C40 1.539, C42 1.521, H53 1.095, H54 1.093
42 C -3.74558 -0.64774 -4.50486  C41 1.521, C43 1.524, H55 1.094, H56 1.093
43 C -4.45542 -0.11828 -3.26416  C42 1.524, C44 1.537, H57 1.093, H58 1.096
44 C -3.70033 1.04441 -2.60028  C43 1.537, N45 1.495, C47 1.546, C48 1.541
45 N -2.25028 0.75104 -2.38495  C40 1.491, C44 1.495, O46 1.322
46 O -2.16057 -0.04962 -1.33701  N45 1.322
47 C -3.88393 2.30773 -3.47192  C44 1.546, H59 1.093, H60 1.091, H61 1.090
48 C -4.41186 1.40773 -1.28277  C44 1.541, H62 1.091, H63 1.091, H64 1.093
49 C -0.16132 -0.49394 -3.05935  C40 1.542, H65 1.094, H66 1.093, H67 1.092
50 H -0.96864 0.70327 -5.53925  C39 1.092
51 H -1.80595 1.97431 -4.68220  C39 1.084
52 H -0.15524 1.63776 -4.28551  C39 1.092
53 H -2.35009 -1.90007 -3.49558  C41 1.095
54 H -1.80393 -1.37604 -5.06841  C41 1.093
55 H -3.75837 0.09311 -5.31033  C42 1.094
56 H -4.28021 -1.52203 -4.88357  C42 1.093
57 H -5.46621 0.19887 -3.53186  C43 1.093
58 H -4.57242 -0.94056 -2.54941  C43 1.096
59 H -3.21354 3.10927 -3.15198  C47 1.093
60 H -4.90255 2.69067 -3.39193  C47 1.091
61 H -3.73306 2.12728 -4.53575  C47 1.090
62 H -4.48420 0.56049 -0.59977  C48 1.091
63 H -5.43389 1.73632 -1.47623  C48 1.091
64 H -3.89327 2.22171 -0.76965  C48 1.093
65 H 0.44151 0.24935 -2.53016  C49 1.094
66 H 0.40750 -0.82514 -3.93159  C49 1.093
67 H -0.27879 -1.36286 -2.40873  C49 1.092

And the Mulliken charges, in e, turn out to be:
1 O -0.67
2 B 0.72
3 O -0.48
4 O -0.21
5 S 0.15
6 H 0.30
7 H 0.33
8 H 0.30
9 H 0.41
10 C -1.61
11 C 1.59
12 C -1.11
13 C -0.62
14 C -1.14
15 C 2.15
16 N 0.35
17 O -0.53
18 C -2.01
19 C -2.28
20 C -0.71
21 H 0.34
22 H 0.35
23 H 0.43
24 H 0.19
25 H 0.47
26 H 0.30
27 H 0.41
28 H 0.41
29 H 0.34
30 H 0.40
31 H 0.44
32 H 0.44
33 H 0.27
34 H 0.49
35 H 0.54
36 H 0.50
37 H 0.46
38 H -0.71
39 C -1.60
40 C 1.87
41 C -1.36
42 C -0.49
43 C -1.20
44 C 1.82
45 N 0.31
46 O -0.48
47 C -1.94
48 C -1.87
49 C -2.06
50 H 0.33
51 H 0.33
52 H 0.41
53 H 0.35
54 H 0.44
55 H 0.28
56 H 0.39
57 H 0.39
58 H 0.36
59 H 0.41
60 H 0.45
61 H 0.40
62 H 0.34
63 H 0.44
64 H 0.44
65 H 0.52
66 H 0.40
67 H 0.39

=====

Which formula does entry 1 have? C18H40BFO4Si